DFT (wB97M-V/def2-TZVPD) results for C43H47CsF3N15S2 as an isolated structure in a non-equilibrium geometry.

Summary:
LUMO energy = 3.67 eV
highest occupied orbital energy = -1.24 eV
net charge = -2
calculated total energy = -3604.1586 a.u.

Each line ends with the Mulliken charge.
Cartesian coordinates (Å):
Cs -0.0422 2.1965 1.6803  1.19
C -4.3363 2.7465 6.6115  -1.06
S -3.5050 1.4490 5.6574  0.18
C -3.2311 2.0508 4.0496  -0.06
S -2.5619 3.5720 3.8643  -0.43
N -3.5845 1.1838 3.1330  -0.60
N -2.9228 1.2920 1.8220  -0.05
C -3.4007 0.4875 1.0122  -0.80
C -2.7177 0.1634 -0.2903  1.19
C -3.1036 -1.0191 -0.9142  -0.89
C -2.4506 -1.4302 -2.0162  -0.09
C -1.5122 -0.6084 -2.5806  -0.77
C -1.3129 0.5957 -1.9868  -0.10
N -1.8093 1.0225 -0.8184  -0.41
H -3.8436 3.7643 6.5577  0.28
H -4.5404 2.3407 7.5563  0.37
H -5.3582 2.8847 6.1206  0.25
H -4.1072 -0.3230 1.3504  0.39
H -3.7479 -1.7539 -0.4102  0.18
H -2.6779 -2.4171 -2.4092  0.37
H -1.0429 -0.8756 -3.5405  0.40
H -0.5268 1.2690 -2.3962  0.57
C -1.5345 -5.5349 0.1949  -1.30
N -0.7273 -4.8094 -0.7878  -0.01
C 0.7354 -4.9460 -0.7660  -0.72
C 1.3177 -3.8464 -1.5997  0.26
N 1.4742 -3.8930 -2.8867  -0.91
C 1.7111 -2.6127 -3.2467  0.44
C 1.9341 -2.0556 -4.5299  -0.78
C 2.2370 -0.7057 -4.6042  -0.61
C 2.3636 0.0774 -3.4664  0.54
C 2.1899 -0.3916 -2.2121  0.16
C 1.7808 -1.7221 -2.1189  -0.22
N 1.5132 -2.5850 -1.0534  0.30
C -1.8846 -4.7664 1.3717  0.70
N -2.4432 -5.4234 2.3510  -0.92
C -2.8624 -4.4693 3.2726  0.40
C -3.7027 -4.5899 4.3844  -0.69
C -4.0174 -3.4548 5.1073  -0.84
C -3.5008 -2.2423 4.7559  -0.53
C -2.7290 -2.0369 3.6449  -0.01
C -2.4436 -3.2263 2.8823  0.10
N -1.8821 -3.4188 1.5716  0.58
H -1.1244 -6.4104 0.6930  0.35
H -2.4301 -5.8433 -0.3378  0.23
H -1.0727 -5.0645 -1.6991  0.32
H 1.1236 -5.8707 -1.1886  0.41
H 1.1447 -4.8707 0.2567  0.24
H 1.9947 -2.6856 -5.3930  0.45
H 2.4524 -0.1394 -5.4930  0.50
H 2.8459 1.0308 -3.5364  -0.25
H 2.2567 0.2117 -1.2851  0.03
H 1.2786 -2.3059 -0.0916  0.06
H -4.0023 -5.5993 4.5494  0.44
H -4.6889 -3.5474 5.9612  0.38
H -3.7989 -1.3657 5.3361  0.16
H -2.3482 -1.0613 3.3702  0.67
H -1.4396 -2.8082 0.9718  0.04
F 0.7964 -4.5594 3.3697  -0.29
C 1.4596 -3.3713 3.2812  0.64
F 1.3147 -2.8816 1.9894  -0.14
F 2.7371 -3.5186 3.4738  -0.25
C 0.7577 -2.4276 4.2712  0.82
C 0.4712 -1.1058 3.9813  0.15
C -0.1174 -0.3194 4.9617  -0.87
N -0.3818 -0.8040 6.1659  -0.48
C 0.0035 -2.0341 6.4641  -0.51
C 0.6179 -2.9811 5.5572  -0.75
H 0.7213 -0.7176 2.9800  0.05
H -0.4060 0.7253 4.8915  0.54
H -0.1417 -2.3287 7.5089  0.38
H 0.8108 -3.9972 5.9066  0.45
C 2.9911 2.8653 -1.2292  -0.82
C 3.2954 4.1288 -2.1583  0.31
C 2.7278 5.4453 -1.7200  -1.54
C 2.7942 3.8356 -3.5754  -0.07
C 3.6572 3.3574 -4.5436  -0.37
C 3.3217 3.1875 -5.8735  -1.26
C 2.0145 3.4496 -6.2317  -0.02
C 1.0877 3.7496 -5.3420  0.29
C -0.3310 4.1754 -5.9304  0.15
C -1.4170 3.1552 -5.6692  -1.01
C -0.6371 5.6178 -5.3202  -1.58
C 1.3389 3.7742 -3.8549  0.90
N 0.2811 3.7612 -3.0842  -0.72
H 3.3394 2.9349 -0.1542  0.54
H 3.5410 2.0352 -1.6778  0.22
H 1.8781 2.6255 -1.2560  -0.36
H 4.4132 4.2275 -2.0518  0.44
H 1.7077 5.6342 -1.9704  0.32
H 3.3447 6.3264 -2.1062  0.29
H 2.7739 5.4818 -0.5949  0.37
H 4.7269 3.3962 -4.2104  0.18
H 4.0754 3.1291 -6.6444  0.26
H 1.7360 3.4078 -7.3110  0.17
H -0.2573 4.2024 -7.0848  0.30
H -2.2963 3.7682 -5.5472  0.36
H -1.2235 2.6857 -4.6746  -0.02
H -1.4417 2.3937 -6.4831  0.31
H -0.7701 5.3607 -4.3097  0.46
H -1.7036 5.8696 -5.6131  0.36
H 0.0511 6.4317 -5.4317  0.35
N 2.2683 -0.0735 1.0315  -0.61
N 2.8534 0.0897 2.2548  0.99
N 3.7973 -0.6932 2.8294  -0.88
C 4.0879 0.0437 3.9453  -0.14
N 3.2788 1.0306 4.1641  -0.75
N 2.5034 1.0968 3.0617  -0.24
H 2.9180 -0.7213 0.6261  0.31
H 0.4269 3.8669 -2.1510  0.22
H 4.8180 -0.3401 4.6577  0.42